(1)
The following is a DFT calculation (ωB97M-V with the def2-TZVPD basis set) of one molecule with the formula C22H37N3O3.

Its SMILES is CCC(CC)(CC)C(=O)N1C[C@H]2ON=C(CNC(=O)C3CCCCCC3)[C@@H]2C1. As for the orbital gap: 0.363 Ha. For the energy above the lowest of the compared OMol25 structures with the same formula, charge and spin, the calculation gives 44.2 kcal/mol.

```
! wB97M-V def2-TZVPD RIJCOSX def2/J DEFGRID3
* xyz 0 1
C 1.388 4.668 -0.585
C 0.651 3.861 0.481
C -0.592 3.112 -0.042
C -1.580 4.098 -0.698
C -1.968 5.317 0.131
C -0.194 2.061 -1.114
C -1.145 0.874 -1.235
C -1.337 2.429 1.125
O -2.540 2.578 1.279
N -0.662 1.642 2.019
C -1.498 0.950 3.036
C -0.447 0.050 3.641
O -0.712 -1.195 4.274
N 0.469 -1.943 4.062
C 1.141 -1.444 3.091
C 2.410 -2.140 2.690
N 2.322 -2.871 1.424
C 1.825 -2.279 0.296
O 1.850 -1.070 0.148
C 1.224 -3.206 -0.743
C -0.302 -3.154 -0.531
C -1.058 -4.238 -1.302
C -1.471 -3.852 -2.725
C -0.429 -3.058 -3.517
C 1.023 -3.496 -3.311
C 1.704 -2.796 -2.135
C 0.362 -0.342 2.442
C 0.677 1.016 1.864
H 2.282 5.125 -0.160
H 1.706 4.036 -1.416
H 0.771 5.469 -0.992
H 1.352 3.150 0.915
H 0.350 4.524 1.296
H -1.131 4.435 -1.636
H -2.481 3.546 -0.967
H -2.721 5.901 -0.399
H -2.389 5.026 1.092
H -1.116 5.976 0.310
H -0.155 2.578 -2.076
H 0.821 1.697 -0.942
H -0.884 0.264 -2.101
H -1.096 0.229 -0.354
H -2.179 1.202 -1.347
H -1.941 1.668 3.722
H -2.302 0.386 2.557
H 0.189 0.634 4.326
H 3.210 -1.402 2.607
H 2.682 -2.850 3.467
H 2.106 -3.850 1.519
H 1.548 -4.233 -0.540
H -0.497 -3.281 0.539
H -0.669 -2.157 -0.793
H -0.438 -5.139 -1.327
H -1.956 -4.514 -0.747
H -1.718 -4.768 -3.268
H -2.393 -3.267 -2.685
H -0.686 -3.122 -4.576
H -0.502 -1.996 -3.260
H 1.083 -4.584 -3.203
H 1.596 -3.252 -4.209
H 1.559 -1.717 -2.237
H 2.783 -2.968 -2.183
H -0.312 -0.835 1.726
H 0.984 0.969 0.830
H 1.432 1.548 2.449
*
```

Per-atom Löwdin charges, elementary charge units: C -0.083; C -0.191; C -0.371; C -0.203; C -0.085; C -0.184; C -0.066; C -0.406; O 0.066; N 0.005; C -0.047; C -0.290; O -0.048; N 0.136; C -0.209; C -0.095; N 0.091; C -0.458; O 0.074; C -0.240; C -0.141; C -0.192; C -0.202; C -0.201; C -0.190; C -0.155; C -0.195; C -0.082; H 0.076; H 0.075; H 0.068; H 0.092; H 0.119; H 0.108; H 0.114; H 0.076; H 0.073; H 0.065; H 0.112; H 0.105; H 0.067; H 0.062; H 0.084; H 0.131; H 0.137; H 0.169; H 0.128; H 0.124; H 0.135; H 0.143; H 0.118; H 0.111; H 0.109; H 0.109; H 0.108; H 0.109; H 0.107; H 0.095; H 0.116; H 0.108; H 0.115; H 0.123; H 0.159; H 0.083; H 0.133



(2)
The following is a DFT calculation (ωB97M-V with the def2-TZVPD basis set) of C9H25ClIO2P2Yb as an isolated structure at a distorted geometry.

As for the orbital gap (alpha / beta): 0.210 / 0.150 Ha. For the energy above the lowest of the compared OMol25 structures with the same formula, charge and spin, the calculation gives 69.7 kcal/mol.

```
! wB97M-V def2-TZVPD RIJCOSX def2/J DEFGRID3
* xyz 2 2
C 0.511 2.267 -0.538
C 0.847 3.150 0.628
H -0.030 2.851 -1.295
H -0.115 1.425 -0.217
H 1.444 1.861 -0.952
O 0.503 4.302 0.778
I 1.868 2.255 2.233
Yb -0.235 -1.791 0.157
P 2.849 0.199 -0.292
C 4.453 0.936 0.184
C 2.811 -1.412 0.609
H 3.847 -1.771 0.672
H 4.292 -0.701 -2.015
H 2.239 -2.186 0.057
H 2.517 -1.007 -2.353
H 4.687 0.793 1.244
H 2.419 -1.281 1.632
C 3.272 -0.291 -1.992
H 5.254 0.480 -0.416
H 3.219 0.621 -2.608
H 4.404 2.015 -0.021
P -2.704 -0.073 -0.675
C -3.657 0.998 0.473
C -3.935 -0.188 -2.029
H -2.557 -2.544 -0.442
H -4.088 -1.901 0.128
H -2.681 -1.742 1.201
C -3.008 -1.719 0.144
H -3.597 -0.939 -2.757
H -4.923 -0.457 -1.630
H -4.710 1.060 0.166
H -3.216 2.004 0.412
H -3.997 0.791 -2.524
H -3.610 0.654 1.514
Cl 0.031 -1.542 -2.287
C -1.060 0.213 2.811
O -0.424 -0.097 1.524
H -0.990 -0.699 3.413
H -2.096 0.519 2.630
H -0.490 1.039 3.253
H 0.265 0.616 1.383
*
```

Per-atom Löwdin charges, elementary charge units: C -0.145; C -0.818; H 0.112; H 0.009; H -0.002; O 0.037; I 1.137; Yb 1.520; P 0.699; C -0.294; C -0.327; H 0.071; H 0.057; H -0.011; H -0.036; H 0.039; H 0.030; C -0.288; H 0.057; H 0.065; H 0.051; P 0.764; C -0.253; C -0.254; H 0.022; H 0.082; H 0.033; C -0.346; H 0.055; H 0.065; H 0.065; H 0.056; H 0.067; H 0.030; Cl -0.036; C -0.044; O -0.430; H 0.106; H 0.072; H 0.041; H -0.057



(3)
The following is a DFT calculation (ωB97M-V with the def2-TZVPD basis set) of a 2-piece molecular cluster, C2H5ClOS overall at a distorted geometry.

As for the orbital gap (alpha / beta): 0.262 / 0.327 Ha. For the energy above the lowest of the compared OMol25 structures with the same formula, charge and spin, the calculation gives 32.6 kcal/mol.

```
! wB97M-V def2-TZVPD RIJCOSX def2/J DEFGRID3
* xyz 0 3
C 0.989 0.115 1.836
C -0.877 0.368 -1.203
O -0.626 -0.789 -0.663
S -1.445 0.455 -2.852
Cl 1.682 -1.377 1.196
H 0.873 -0.107 2.808
H 1.544 0.941 1.633
H 0.130 0.127 1.259
H -0.746 -1.574 -1.212
H -1.523 1.841 -2.801
*
```

Per-atom Löwdin charges, elementary charge units: C -0.449; C -0.563; O -0.151; S 0.685; Cl 0.504; H -0.010; H 0.013; H -0.033; H 0.106; H -0.102



(4)
The following is a DFT calculation (ωB97M-V with the def2-TZVPD basis set) of a 2-piece molecular cluster, CH5BS2 overall at a distorted geometry.

As for the orbital gap: 0.325 Ha. For the energy above the lowest of the compared OMol25 structures with the same formula, charge and spin, the calculation gives 71.8 kcal/mol.

```
! wB97M-V def2-TZVPD RIJCOSX def2/J DEFGRID3
* xyz 0 1
B -0.449 0.328 0.118
C 1.650 -0.604 -0.038
S -0.823 2.019 -0.127
S -1.480 -1.136 0.311
H 2.108 -0.237 0.830
H 1.995 0.104 -0.888
H 1.588 -1.633 -0.234
H -2.103 1.698 -0.669
H -2.486 -0.539 0.697
*
```

Per-atom Löwdin charges, elementary charge units: B -1.043; C -0.045; S 0.717; S 0.744; H -0.045; H 0.025; H -0.032; H -0.077; H -0.243